[1]
The following is a quantum chemistry calculation of one molecule with the formula C20H29N3O3, from OMol25.

The geometry in XYZ format:
```
55
Properties=species:S:1:pos:R:3:forces:R:3:nbo_charge:R:1
C 6.26389 -1.17998 -3.16266 -0.319 -0.110 0.213 -0.65
C 5.05690 -0.43596 -2.71373 0.391 0.677 -0.376 0.28
C 4.68053 0.86332 -2.87059 0.268 -0.540 0.035 -0.32
C 3.42372 0.99713 -2.22915 -0.277 -0.572 0.249 -0.29
C 3.11668 -0.22933 -1.72529 -0.452 0.757 -0.168 0.26
O 4.11123 -1.10656 -2.01579 0.085 -0.351 -0.020 -0.42
C 1.94456 -0.70369 -0.93839 0.319 0.019 -0.003 -0.28
N 2.17036 -0.51119 0.49265 -0.013 -0.104 0.043 -0.43
C 3.19564 -1.36092 1.05482 0.205 -0.334 0.250 -0.23
H 3.75373 -0.78171 1.80146 0.085 -0.185 -0.043 0.20
H 3.88408 -1.66448 0.26684 0.005 0.044 0.066 0.22
C 2.59577 -2.58717 1.75361 0.188 0.207 -0.488 -0.24
N 1.76216 -2.09485 2.82244 0.131 -0.275 0.328 -0.61
C 1.03320 -0.97214 2.67859 -0.059 -0.154 0.045 0.68
O 0.43507 -0.46399 3.60829 -0.091 0.197 0.176 -0.64
C 0.91796 -0.48083 1.23807 -0.155 0.421 -0.077 -0.14
C 0.32075 0.94215 1.17584 -0.203 -0.040 -0.061 -0.51
H 0.14962 1.31628 2.18230 0.012 -0.019 -0.005 0.25
H 1.05291 1.58052 0.68036 -0.119 -0.066 0.016 0.25
C -0.93454 0.94527 0.32361 0.159 0.076 0.340 0.70
O -0.84294 0.99606 -0.89678 0.191 0.049 -0.466 -0.68
N -2.12619 0.83501 0.94295 -0.254 0.001 -0.178 -0.43
C -2.30611 0.77740 2.37628 0.118 0.074 0.255 -0.43
H -2.34530 1.78201 2.80740 -0.057 -0.032 0.078 0.19
H -3.24649 0.27451 2.59011 -0.033 -0.019 0.030 0.20
H -1.50873 0.21741 2.85965 -0.076 0.057 0.002 0.25
C -3.33484 0.86816 0.11530 -0.136 -0.038 -0.225 -0.05
C -4.00421 -0.49114 0.08042 0.137 0.196 -0.006 -0.23
C -4.61841 -0.97460 -1.19865 -0.213 0.008 -0.023 -0.41
C -3.34981 -1.59273 -0.69940 0.119 -0.104 0.084 -0.43
H -3.38302 -2.59712 -0.30471 -0.076 -0.052 0.046 0.21
H -2.43464 -1.35436 -1.21939 0.091 0.111 -0.056 0.23
H -5.53034 -1.54956 -1.14362 -0.041 -0.061 0.041 0.21
H -4.56258 -0.33139 -2.06287 0.064 0.111 -0.068 0.21
H -4.51050 -0.76969 0.99746 -0.046 -0.077 -0.004 0.21
C -4.28372 1.95582 0.57166 0.166 -0.131 -0.043 -0.24
C -4.98173 2.79746 -0.45426 -0.186 -0.037 -0.052 -0.41
C -3.88728 3.38939 0.37756 0.067 0.067 0.123 -0.42
H -2.93820 3.58365 -0.09853 0.108 -0.053 -0.086 0.22
H -4.14686 4.10627 1.14168 -0.075 0.017 0.056 0.21
H -5.99926 3.10128 -0.26097 -0.053 0.031 0.066 0.21
H -4.77797 2.60259 -1.49566 0.085 -0.064 -0.091 0.21
H -4.84608 1.71659 1.46624 -0.064 0.075 0.033 0.21
H -2.97613 1.10477 -0.89227 -0.123 -0.033 0.154 0.25
H 0.19633 -1.19254 0.78982 0.057 0.029 0.061 0.21
H 1.86259 -2.46248 3.75638 -0.104 0.098 -0.054 0.41
H 1.99680 -3.16693 1.03934 0.141 -0.057 0.032 0.19
H 3.37375 -3.23300 2.16138 -0.063 0.025 -0.007 0.21
H 1.74536 -1.76091 -1.18279 -0.101 0.051 -0.018 0.18
H 1.07646 -0.10385 -1.21999 0.040 -0.107 -0.037 0.27
H 2.82341 1.88017 -2.15951 -0.216 0.171 0.063 0.23
H 5.22694 1.62958 -3.38167 0.182 0.102 -0.134 0.22
H 6.90660 -0.51923 -3.73616 0.037 0.028 -0.028 0.23
H 6.81972 -1.56160 -2.30636 0.097 -0.033 0.003 0.22
H 5.97917 -2.02883 -3.78336 0.058 -0.054 -0.071 0.22
```
Forces are in eV/Å.

As for the HOMO energy: -8.14 eV. For the LUMO energy, the calculation gives 0.8 eV. Its SMILES is Cc1ccc(CN2CCNC(=O)[C@H]2CC(=O)N(C)C(C2CC2)C2CC2)o1.

[2]
The following is a quantum chemistry calculation of one molecule with the formula C20H29N3O3S, from OMol25.

The geometry in XYZ format:
```
56
Properties=species:S:1:pos:R:3:forces:R:3:nbo_charge:R:1
C -2.80135 -1.79755 -1.37918 0.007 -0.001 0.008 -0.61
C -2.13021 -0.43444 -1.30550 0.001 0.005 -0.010 -0.42
C -0.63099 -0.47382 -1.00863 -0.030 -0.034 0.013 -0.30
C 0.00735 0.92739 -1.07115 0.191 0.186 -0.070 -0.49
C -0.65074 1.85107 -0.06030 -0.261 -0.400 0.006 0.70
O -1.65634 2.46132 -0.37259 -0.002 -0.017 0.011 -0.61
N -0.23838 1.75454 1.24820 0.084 0.500 0.031 -0.47
C 1.16925 1.77917 1.62118 0.009 -0.279 -0.031 -0.40
C -1.15354 2.19238 2.31080 -0.009 0.005 -0.001 -0.02
C -2.40673 1.31227 2.39995 0.010 -0.029 0.000 -0.22
N -3.49104 2.11707 1.85521 0.016 0.009 0.042 -0.41
C -4.61244 1.66695 1.25215 -0.031 0.003 -0.028 0.65
O -5.42717 2.43171 0.75300 0.004 -0.004 0.009 -0.63
C -4.80563 0.18533 1.20930 -0.001 -0.033 0.011 -0.27
C -5.79720 -0.31836 0.48120 0.009 0.050 -0.008 -0.18
C -6.03755 -1.73808 0.31499 -0.012 -0.027 -0.005 0.29
C -6.91292 -2.42587 -0.46097 -0.004 0.026 -0.002 -0.34
C -6.60560 -3.78926 -0.20408 0.006 -0.014 0.015 0.15
C -7.24773 -5.00954 -0.78021 0.002 -0.003 0.000 -0.64
N -5.63087 -3.89584 0.65641 -0.002 -0.009 -0.017 -0.13
O -5.26689 -2.60391 0.99164 0.011 0.011 0.004 -0.29
C -3.17212 3.53847 1.80652 -0.012 0.027 0.020 -0.19
C -1.71392 3.61234 2.23130 0.031 0.005 0.010 -0.09
C -1.27867 4.63045 3.25251 -0.010 -0.013 -0.052 -0.40
C -0.85815 4.75931 1.81277 -0.020 0.000 0.031 -0.40
S -0.21630 -1.27965 0.58448 -0.005 0.000 -0.005 0.17
C 0.09604 -2.96809 0.02639 0.017 0.007 -0.008 -0.74
H -3.84889 -1.68917 -1.66414 0.003 0.004 -0.003 0.22
H -2.32144 -2.44165 -2.12051 0.006 -0.006 0.004 0.20
H -2.77988 -2.30428 -0.41318 0.005 -0.003 0.000 0.21
H -2.26122 0.09537 -2.25465 -0.003 0.008 0.003 0.21
H -2.63301 0.18122 -0.55717 0.002 -0.012 -0.001 0.22
H -0.13133 -1.08113 -1.76874 -0.007 0.009 -0.009 0.22
H 1.08307 0.82851 -0.94160 -0.003 0.006 0.009 0.22
H -0.18968 1.35426 -2.05498 0.016 0.001 0.002 0.23
H 1.80034 1.58899 0.75937 0.000 -0.003 0.000 0.21
H 1.44331 2.75402 2.03276 0.002 -0.001 0.003 0.19
H 1.37951 1.00955 2.36613 0.003 0.004 0.003 0.21
H -0.57488 2.07085 3.22648 -0.010 0.030 0.010 0.21
H -2.25370 0.38664 1.84845 -0.015 0.013 -0.009 0.23
H -2.60478 1.05694 3.44599 0.004 -0.008 0.000 0.20
H -4.13639 -0.47584 1.74295 0.001 0.005 0.007 0.22
H -6.45493 0.36301 -0.04564 -0.002 -0.014 -0.013 0.25
H -7.66030 -2.02440 -1.12276 -0.001 0.002 0.004 0.24
H -7.99872 -4.73301 -1.51733 0.001 -0.001 -0.002 0.22
H -6.50417 -5.64266 -1.26212 0.001 -0.001 0.004 0.23
H -7.73009 -5.59419 0.00214 -0.004 0.002 0.000 0.24
H -3.33187 3.90149 0.79267 0.019 -0.002 0.001 0.24
H -3.82218 4.10187 2.48206 -0.010 -0.004 -0.013 0.20
H -2.02793 5.31859 3.62119 0.007 -0.006 0.025 0.21
H -0.52954 4.33597 3.97680 -0.006 0.009 0.010 0.21
H 0.17416 4.56042 1.55844 0.004 0.011 -0.012 0.21
H -1.32738 5.52679 1.21196 0.008 -0.007 -0.009 0.22
H 0.43779 -3.52615 0.89656 -0.010 -0.001 0.002 0.23
H -0.80058 -3.44063 -0.36627 -0.008 -0.008 0.007 0.22
H 0.88360 -2.98339 -0.72651 -0.002 0.000 0.001 0.21
```
Forces are in eV/Å.

As for the HOMO energy: -8.64 eV. For the LUMO energy, the calculation gives 0.2 eV. Its SMILES is CC[C@@H](CC(=O)N(C)[C@@H]1CN(C(=O)/C=C/c2cc(C)no2)CC12CC2)SC.

[3]
The following is a quantum chemistry calculation of one molecule with the formula C20H29N3O6S at a distorted geometry, from OMol25.

The geometry in XYZ format:
```
59
Properties=species:S:1:pos:R:3:forces:R:3:nbo_charge:R:1
C -7.33442 -1.36544 -1.56856 0.181 0.084 0.373 -0.64
C -7.22448 -1.35392 -0.05069 -0.274 -0.393 -0.260 -0.07
H -7.07374 -2.37130 0.32400 -0.082 0.187 0.006 0.20
H -8.11448 -0.91615 0.40639 0.117 -0.072 -0.019 0.19
O -6.14625 -0.53101 0.39417 0.252 0.216 0.027 -0.53
C -4.92101 -1.09758 0.35523 -0.094 -0.005 0.272 0.90
O -4.70987 -2.23436 0.00291 -0.096 -0.339 -0.238 -0.66
N -3.95760 -0.26250 0.82112 -0.019 0.121 0.023 -0.45
C -4.15396 1.14739 1.07439 -0.029 0.292 -0.184 -0.22
H -3.69109 1.38893 2.03668 -0.062 0.060 -0.029 0.20
C -3.48048 1.96493 -0.02975 -0.454 0.355 0.146 -0.25
N -2.07853 1.59826 -0.08996 0.652 0.681 -0.378 -0.68
S -1.14847 2.61127 -1.07766 -0.056 -0.334 0.458 2.32
O -1.54211 3.95413 -0.77355 0.020 0.069 0.240 -0.94
O -1.20312 2.16978 -2.44217 0.235 -0.199 0.022 -0.94
C 0.46477 2.27717 -0.39638 -0.548 0.080 -0.290 -0.37
C 0.74964 2.73412 0.87323 0.043 0.041 -0.001 -0.14
C 1.97119 2.43993 1.45470 0.141 -0.013 0.085 -0.31
C 2.90517 1.67262 0.76038 -0.257 -0.107 -0.300 0.33
C 2.60373 1.21602 -0.53512 0.193 0.329 0.189 -0.10
C 1.38655 1.53205 -1.10978 0.160 -0.039 0.005 -0.17
H 1.14318 1.21205 -2.11087 0.025 -0.093 -0.150 0.25
C 3.66530 0.48862 -1.32189 -0.266 0.097 0.028 0.67
O 4.41745 1.09794 -2.05579 0.152 0.266 -0.103 -0.61
N 3.68933 -0.85071 -1.17887 -0.032 -0.285 -0.141 -0.43
C 2.88574 -1.60500 -0.24802 -0.123 -0.035 0.502 -0.21
H 2.41505 -2.43387 -0.79139 -0.047 0.051 0.040 0.19
C 3.76964 -2.16291 0.86999 -0.121 -0.210 -0.178 -0.41
C 4.88322 -3.01663 0.26817 0.132 0.229 0.154 -0.40
C 5.67797 -2.19086 -0.74072 -0.213 -0.193 -0.113 -0.41
C 4.74062 -1.62440 -1.80622 0.478 0.128 -0.170 -0.23
H 4.28412 -2.43899 -2.37948 0.015 0.026 -0.008 0.19
H 5.27620 -0.96093 -2.48675 -0.110 -0.143 0.017 0.25
H 6.16938 -1.36174 -0.22848 0.073 0.048 -0.014 0.20
H 6.44447 -2.80322 -1.21690 0.064 0.030 -0.017 0.21
H 4.44593 -3.88347 -0.23335 -0.002 -0.092 -0.004 0.19
H 5.54252 -3.38287 1.05685 -0.015 -0.090 -0.010 0.21
H 4.20685 -1.32757 1.41947 -0.040 0.034 0.062 0.21
H 3.16208 -2.75268 1.55798 -0.027 0.014 0.056 0.21
H 2.09935 -0.96869 0.16078 0.036 -0.122 -0.084 0.22
O 4.11024 1.29575 1.24891 -0.170 -0.033 -0.350 -0.49
C 4.53162 1.80366 2.49489 0.091 0.063 0.257 -0.25
H 4.55292 2.89666 2.49481 -0.017 -0.033 -0.015 0.19
H 3.89275 1.44799 3.30966 0.019 0.027 -0.044 0.18
H 5.54241 1.42504 2.63786 -0.080 0.048 0.032 0.21
H 2.18690 2.80852 2.44454 0.032 0.023 0.086 0.23
H 0.01203 3.32566 1.39037 -0.045 0.078 0.173 0.24
C -1.90253 0.19699 -0.40701 0.069 -0.587 0.034 -0.24
H -2.34268 -0.04013 -1.38606 0.046 -0.039 0.068 0.20
C -2.56959 -0.64238 0.68569 0.224 -0.126 -0.222 -0.23
H -2.06416 -0.46461 1.64013 0.023 -0.043 -0.035 0.19
H -2.53231 -1.70329 0.43553 0.072 0.149 0.065 0.25
H -0.83124 -0.00717 -0.44724 -0.038 -0.186 0.000 0.22
H -3.97758 1.76822 -0.99119 -0.053 0.014 0.070 0.19
H -3.52505 3.03311 0.18112 -0.191 -0.056 0.024 0.24
H -5.21982 1.36221 1.11564 0.151 0.051 0.039 0.24
H -8.20602 -1.94128 -1.86614 -0.107 -0.057 -0.068 0.22
H -7.43121 -0.35079 -1.94778 -0.053 0.074 -0.064 0.21
H -6.44647 -1.82254 -1.99780 0.023 -0.042 -0.064 0.23
```
Forces are in eV/Å.

As for the HOMO energy: -9.11 eV. For the LUMO energy, the calculation gives 0.4 eV. Its SMILES is CCOC(=O)N1CCN(S(=O)(=O)c2ccc(OC)c(C(=O)N3CCCCC3)c2)CC1.

[4]
The following is a quantum chemistry calculation of C20H29N6O2SSiTi as an isolated structure at a distorted geometry, from OMol25.

The geometry in XYZ format:
```
60
Properties=species:S:1:pos:R:3:forces:R:3:nbo_charge:R:1
Ti 0.77249 0.08429 -0.53160 0.150 -1.385 -0.150 1.66
C -1.78624 -3.05365 -1.44101 -0.133 0.086 0.109 -0.66
C -0.99644 -1.77500 -1.40503 0.041 0.012 -0.174 0.11
N 0.35588 -1.74651 -1.08460 -0.283 -0.039 0.349 -0.47
N 0.88617 -3.00968 -0.87559 0.129 0.062 -0.155 -0.45
C 2.17517 -3.09919 -0.79498 0.014 -0.078 -0.188 0.27
N 2.65515 -4.39945 -0.63005 -0.008 0.019 0.030 -0.83
S 3.35002 -1.84795 -0.89669 -0.218 0.162 -0.016 -0.42
C -1.56679 -0.56951 -1.76117 0.046 -0.114 -0.072 0.08
C -2.93302 -0.39387 -2.17290 -0.074 0.015 0.065 -0.22
C -3.34203 0.78178 -2.70239 0.026 -0.031 -0.004 -0.21
C -2.41363 1.86473 -2.83524 0.030 -0.037 0.032 -0.33
C -1.16390 1.69612 -2.33602 0.052 0.061 -0.073 0.05
N -0.72528 0.54580 -1.76475 -0.221 0.087 -0.102 -0.66
H -1.11909 -3.90175 -1.34292 0.022 -0.023 -0.009 0.26
H -2.32665 -3.13775 -2.38709 0.007 -0.006 0.003 0.21
H -2.52308 -3.10539 -0.63327 0.003 0.007 -0.002 0.21
H 1.97819 -5.02151 -0.21406 -0.004 -0.021 0.013 0.37
H 3.56902 -4.42892 -0.21091 0.016 -0.015 0.048 0.38
H -3.62128 -1.22120 -2.06404 -0.014 0.019 0.026 0.21
H -4.36930 0.90874 -3.02121 -0.003 -0.002 0.003 0.20
H -2.70658 2.81411 -3.25927 0.001 0.001 -0.008 0.21
H -0.44948 2.51409 -2.33596 -0.003 0.004 0.005 0.19
N 1.96088 0.66234 -2.40370 0.130 0.204 -0.026 -0.86
C 2.82816 1.84450 -2.36087 0.015 0.006 -0.014 -0.20
C 3.88091 1.70191 -1.27054 0.043 0.050 0.002 -0.52
C 3.32700 1.64012 0.14418 -0.058 -0.186 0.031 0.81
O 3.88165 2.21325 1.05780 0.037 0.047 -0.007 -0.62
O 2.24909 0.91519 0.29531 0.497 0.776 0.330 -0.81
H 2.52626 -0.19235 -2.41019 -0.028 -0.004 -0.011 0.43
H 1.37024 0.65497 -3.22502 -0.080 0.025 0.012 0.39
H 2.20943 2.72700 -2.16813 -0.009 -0.009 -0.005 0.18
H 3.33078 2.00872 -3.32041 0.005 -0.005 0.002 0.18
H 4.58203 2.53457 -1.31338 0.007 -0.011 -0.011 0.23
H 4.44651 0.77886 -1.43355 -0.010 -0.002 0.005 0.24
C -1.03972 -2.64801 2.01944 -0.023 -0.003 0.001 -1.14
Si -0.16750 -1.02682 2.36732 -0.105 -0.004 -0.038 1.84
C 1.65760 -1.37286 2.57592 0.029 -0.005 -0.041 -1.14
C -0.80528 -0.40117 4.02785 0.027 0.013 0.006 -1.13
N -0.41563 0.13565 1.09755 0.086 0.363 -0.108 -1.21
C -1.01975 1.37582 1.28654 -0.067 0.053 0.074 0.29
C -2.24349 1.52611 1.96289 -0.045 -0.080 -0.092 -0.27
C -2.84465 2.76280 2.11892 -0.030 -0.022 0.009 -0.20
C -2.26414 3.91234 1.59902 0.022 0.031 -0.015 -0.28
C -1.06248 3.79271 0.91573 -0.096 -0.026 0.011 -0.19
C -0.45411 2.55721 0.76760 0.028 0.015 0.062 -0.29
H -0.89902 -3.32927 2.86487 -0.010 -0.009 -0.008 0.22
H -0.63742 -3.12723 1.12492 0.012 0.000 0.010 0.25
H -2.11366 -2.49514 1.88100 0.002 -0.002 -0.008 0.22
H 1.81574 -2.11582 3.36408 -0.010 0.006 0.007 0.22
H 2.19276 -0.45755 2.83929 0.001 -0.007 0.013 0.25
H 2.11801 -1.75247 1.65940 -0.008 0.005 0.004 0.26
H -0.34007 -0.99914 4.81709 -0.004 -0.002 0.001 0.23
H -1.88740 -0.50270 4.12745 0.006 0.004 0.013 0.22
H -0.54808 0.64557 4.20147 0.012 -0.002 -0.005 0.24
H -2.73415 0.63948 2.34304 -0.005 -0.007 0.001 0.21
H -3.79056 2.82682 2.64516 0.003 -0.003 0.005 0.20
H -2.73746 4.87772 1.72533 -0.003 0.000 -0.007 0.20
H -0.58122 4.67206 0.50338 0.007 0.000 -0.001 0.20
H 0.50945 2.51649 0.27401 0.049 0.010 0.066 0.20
```
Forces are in eV/Å.

As for the HOMO energy (alpha / beta): -3.20 / -3.20 eV. For the LUMO energy (alpha / beta), the calculation gives 2.5 / 2.5 eV. Its total charge is -1.

So what do the calculations give for energy relative to the best compared isomer or geometry (same formula, charge and spin)? Going down the list: 97.3; 65.6; 45.2; 7.2 kcal per mole.